43
Properties=species:S:1:pos:R:3:lowdin_charge:R:1 method="wB97M-V/def2-TZVPD" homo_lumo_gap_ev=7.899 charge=+1 lumo_ev=-5.021 e_homo_ev=-12.92 spin_multiplicity=1
O -0.2674 3.8793 -0.6173 0.117
C 0.4345 3.2064 -1.2755 -0.808
Cl 1.9538 3.7781 -1.9510 0.759
C 0.1799 1.7477 -1.5882 -0.089
C 0.9888 0.9375 -0.6195 -0.167
C 0.8867 1.1538 0.7439 0.105
C 1.6432 0.3723 1.5900 -0.058
C 1.5853 0.5483 3.0757 -0.415
O 2.1221 1.4040 3.6717 0.246
O 0.9057 -0.4322 3.7579 0.154
F 0.1088 -1.1330 2.8237 0.002
C 2.5031 -0.5944 1.0831 0.071
C 2.5813 -0.7929 -0.2742 -0.177
C 3.4674 -1.8301 -0.9165 -0.084
C 3.6365 -3.0201 -0.0058 -0.808
O 4.6665 -3.3746 0.4382 0.090
Br 2.0098 -3.9769 0.4358 0.804
N 1.8105 -0.0200 -1.0751 0.222
H 0.4443 1.5207 -2.6156 0.128
H -0.8708 1.5248 -1.4167 0.121
H 0.2281 1.9200 1.1155 0.158
H 3.0985 -1.1730 1.7695 0.153
H 3.0160 -2.1478 -1.8522 0.136
H 4.4456 -1.3888 -1.0775 0.149
H 1.8468 -0.1654 -2.0776 0.192
O -2.3868 0.0115 -0.3747 -0.061
H -2.5138 0.1262 0.5716 0.040
H -3.1229 -0.5648 -0.6358 0.008
O -4.6480 -1.7975 -0.2124 -0.040
H -4.9201 -2.2001 0.6215 0.065
H -4.6809 -2.5224 -0.8474 0.070
O 7.9168 -3.3366 0.0258 -0.050
H 8.1418 -2.4239 0.2295 0.034
H 6.9549 -3.3647 0.0221 -0.010
O -7.5255 -0.9895 0.7568 -0.057
H -6.6614 -0.8996 0.3417 0.000
H -7.7600 -0.0898 1.0132 0.037
O -9.0439 -0.1317 3.1914 -0.062
H -9.3265 -0.5183 4.0254 0.038
H -9.0657 -0.8665 2.5677 0.017
O 1.9819 5.5698 -4.7724 -0.087
H 1.8191 6.0907 -5.5653 0.039
H 1.4163 5.9636 -4.1009 0.016



34
Properties=species:S:1:pos:R:3:lowdin_charge:R:1 method="wB97M-V/def2-TZVPD" homo_lumo_gap_ev="9.259 / 9.538" charge=0 lumo_ev="0.473 / -0.081" e_homo_ev="-8.79 / -9.62" s2=0.756 spin_multiplicity=2
C -1.7717 -0.8944 -1.4835 -0.022
C -1.4347 -0.5523 -0.0116 -0.470
C -0.0705 -1.1025 0.3822 -0.359
C 1.1823 -0.3592 -0.1945 -0.278
C 1.1195 1.0476 0.3618 -0.142
C -0.1966 1.7824 -0.0744 -0.468
N -1.4139 0.9294 0.2342 -0.010
O -2.7299 1.6332 0.3360 -0.070
C -0.0586 3.0345 0.8216 -0.051
C -0.2035 2.2477 -1.5584 -0.013
C -2.5179 -1.2908 0.8314 -0.033
H -2.7002 -0.4413 -1.8310 0.092
H -1.8380 -1.9824 -1.4742 0.083
H -0.9774 -0.7314 -2.2120 0.070
H 0.0327 -1.1152 1.4673 0.083
H -0.0705 -2.1841 0.2474 0.016
H 1.2417 -0.4259 -1.2808 0.112
H 2.0520 -0.8331 0.2608 -0.045
H 1.9384 1.6192 -0.0748 0.123
H 1.2812 1.0417 1.4397 0.124
H 0.9032 3.5317 0.6956 0.087
H -0.9494 3.6101 0.5699 0.081
H 0.0191 2.7251 1.8639 0.083
H -1.1943 2.6921 -1.6529 0.085
H 0.5821 2.9933 -1.6810 0.084
H -0.0312 1.4468 -2.2774 0.069
H -2.4722 -1.1209 1.9071 0.088
H -2.4266 -2.3706 0.7136 0.082
H -3.5130 -1.0463 0.4601 0.080
C 3.2778 -2.9019 0.6345 -1.362
Cl 3.8474 -1.9817 -0.7598 0.586
Cl 1.5297 -2.4706 0.9880 0.735
Cl 4.2248 -2.6075 2.0941 0.539
H 3.3385 -3.9228 0.2573 0.020



40
Properties=species:S:1:pos:R:3:lowdin_charge:R:1 method="wB97M-V/def2-TZVPD" homo_lumo_gap_ev=8.565 charge=0 lumo_ev=-0.528 e_homo_ev=-9.09 spin_multiplicity=1 smiles="C#CN([PH2]=S)S(=O)(=O)F.CCOC(C)=O.CCOC(C)=O"
C 3.5074 2.0598 1.5754 0.109
C 2.7873 2.9274 2.0612 -0.290
N 1.9809 4.1066 2.3751 -0.372
P 2.8352 5.5568 1.7744 0.372
S 4.0900 5.2019 0.3180 0.162
S 0.4038 3.9489 1.6874 0.702
O -0.6428 4.5246 2.5523 -0.276
O 0.2986 4.5830 0.3575 -0.314
F 0.1584 2.3239 1.4101 -0.176
H 4.0918 1.4135 0.8561 0.088
H 3.5199 6.1805 2.8621 -0.006
H 1.8643 6.4780 1.2354 0.008
C -0.2301 -3.0191 0.6605 -0.069
C 0.1615 -3.4087 2.0711 -0.233
O 1.1700 -2.5291 2.5847 -0.002
C 0.9149 -1.3509 3.1849 -0.524
C -0.4669 -0.7614 3.0717 0.014
O 1.8005 -0.7473 3.7384 0.093
H -0.6654 -2.0190 0.6269 0.058
H -0.9558 -3.7265 0.2527 0.081
H 0.6483 -3.0034 0.0113 0.088
H -0.6960 -3.4605 2.7456 0.113
H 0.6049 -4.4066 2.0593 0.121
H -0.4997 -0.0879 2.2144 0.081
H -0.6754 -0.1960 3.9818 0.094
H -1.2577 -1.5045 2.9870 0.070
C -1.1400 -2.3367 -4.8240 -0.066
C -1.6809 -2.6234 -3.4377 -0.232
O -1.0977 -1.7459 -2.4652 -0.013
C -1.5567 -0.5133 -2.1755 -0.524
C -2.5582 0.1278 -3.1002 0.011
O -1.1138 0.0914 -1.2305 0.099
H -1.3909 -1.3267 -5.1524 0.068
H -1.5442 -3.0467 -5.5485 0.082
H -0.0500 -2.4104 -4.8297 0.086
H -2.7715 -2.5858 -3.3967 0.114
H -1.3957 -3.6356 -3.1440 0.122
H -2.0289 0.7322 -3.8375 0.099
H -3.2098 0.7722 -2.5077 0.094
H -3.2096 -0.5830 -3.6056 0.070



33
Properties=species:S:1:pos:R:3:lowdin_charge:R:1 method="wB97M-V/def2-TZVPD" homo_lumo_gap_ev=9.758 charge=+1 lumo_ev=-2.533 e_homo_ev=-12.29 spin_multiplicity=1 smiles="C=C[C@]1(CCF)COC[N@H+]1CCCS"
C -1.9392 -1.3590 1.4418 0.050
C -0.9198 -1.6954 0.6438 -0.113
C -0.4153 -0.9352 -0.5776 -0.325
C -1.3107 0.2573 -0.8954 -0.087
C -1.1532 0.8850 -2.2609 -0.164
F 0.0243 1.6204 -2.3385 -0.043
C -0.2307 -2.0156 -1.7136 -0.090
O 1.1511 -2.3206 -1.7514 -0.052
C 1.7853 -1.0912 -1.4632 -0.082
N 1.0329 -0.6464 -0.2537 0.005
C 1.4597 0.7216 0.1974 -0.092
C 1.3390 0.9011 1.7247 -0.222
C 0.6300 2.2109 2.1109 -0.515
S -1.0075 1.7934 2.8090 0.726
H -2.7949 -0.8194 1.0529 0.074
H -1.9623 -1.5890 2.4979 0.081
H -0.3667 -2.6067 0.8747 0.130
H -2.3346 -0.1119 -0.8475 0.137
H -1.2207 0.9956 -0.0987 0.110
H -1.9863 1.5682 -2.4222 0.133
H -1.1750 0.1670 -3.0758 0.115
H -0.5913 -1.7466 -2.7076 0.129
H -0.8412 -2.8702 -1.4340 0.139
H 2.8264 -1.3258 -1.2826 0.164
H 1.5408 -0.4297 -2.2937 0.154
H 1.3717 -1.2701 0.4820 0.180
H 0.9370 1.5050 -0.3349 0.107
H 2.5091 0.8195 -0.0760 0.141
H 2.3318 0.8997 2.1684 0.118
H 0.8125 0.0420 2.1410 0.083
H 0.4490 2.8265 1.2331 0.064
H 1.2215 2.7914 2.8087 0.079
H -1.1727 2.8284 3.6411 -0.135



30
Properties=species:S:1:pos:R:3:lowdin_charge:R:1 method="wB97M-V/def2-TZVPD" homo_lumo_gap_ev=9.933 charge=0 lumo_ev=0.434 relative_energy_kcal_mol=128.4 e_homo_ev=-9.50 spin_multiplicity=1
C 2.4824 -0.1128 0.3402 -0.530
C 1.7706 1.0624 0.8527 -0.186
C 0.5872 1.4263 -0.0363 -0.166
C -0.5537 0.3095 -0.1196 -0.456
C -1.5478 0.2319 1.1482 -0.158
C -2.6578 -0.6592 0.6786 -0.289
C -2.9595 -0.0871 -0.6862 -0.202
C -1.5367 0.6761 -1.1563 -0.174
C 0.3603 -0.9164 -0.5253 -0.120
C 1.5681 -1.3165 0.4131 -0.145
H 4.5361 0.0496 -0.5053 0.236
H 3.1164 -1.0010 -1.4976 0.065
H 3.1958 -0.2105 1.1500 0.104
H 1.1347 0.8338 1.8435 0.154
H 2.3727 1.9661 1.2464 0.136
H 0.5629 1.6211 -1.1866 0.135
H -0.0301 2.2808 0.3632 0.116
H -1.0929 -0.2294 2.1735 0.150
H -2.0920 1.1850 1.3706 0.127
H -3.4962 -0.6952 1.5101 0.135
H -2.5318 -1.8166 0.3062 0.146
H -3.3144 -0.9690 -1.3348 0.108
H -3.7060 0.7900 -0.7638 0.110
H -1.8103 1.7922 -1.6349 0.163
H -1.2819 0.2745 -2.2284 0.122
H -0.1676 -1.8524 -0.5771 0.094
H 0.7146 -0.8229 -1.5379 0.102
H 1.9144 -2.2239 -0.0357 0.095
H 1.3455 -1.5669 1.4550 0.116
N 3.1170 -0.0195 -1.0254 0.012



31
Properties=species:S:1:pos:R:3:lowdin_charge:R:1 method="wB97M-V/def2-TZVPD" homo_lumo_gap_ev=11.443 charge=+1 lumo_ev=-3.026 relative_energy_kcal_mol=10.7 e_homo_ev=-14.47 spin_multiplicity=1 smiles="C1CCC([NH2+]C2=NCCC2)CC1"
C -2.9079 -0.3158 -0.9428 -0.190
C -2.3075 -1.5109 -0.2092 -0.177
C -0.8554 -1.2248 0.1802 -0.147
C -0.8190 0.0260 1.0458 -0.259
N 0.5929 0.2848 1.5562 0.164
C 1.6859 0.1109 0.6027 -0.315
N 2.3979 -0.9181 0.7140 0.140
C 3.4340 -0.9060 -0.2772 -0.167
C 3.3420 0.4590 -1.0094 -0.119
C 2.0445 1.0931 -0.4700 -0.088
C -1.3712 1.2327 0.3016 -0.146
C -2.8248 0.9430 -0.0853 -0.178
H -2.3741 -0.1560 -1.8814 0.121
H -3.9492 -0.5220 -1.1860 0.120
H -2.8914 -1.7228 0.6879 0.123
H -2.3418 -2.3949 -0.8446 0.122
H -0.4353 -2.0756 0.7191 0.127
H -0.2672 -1.0722 -0.7260 0.125
H -1.4285 -0.1391 1.9409 0.167
H 0.7921 -0.4030 2.2963 0.191
H 0.6195 1.2308 1.9577 0.191
H 4.3887 -1.0625 0.2259 0.124
H 3.2741 -1.7594 -0.9396 0.126
H 3.3113 0.3271 -2.0872 0.114
H 4.2053 1.0755 -0.7696 0.114
H 2.1936 2.0971 -0.0715 0.127
H 1.2712 1.1482 -1.2374 0.112
H -1.3289 2.1254 0.9300 0.126
H -0.7999 1.4217 -0.6073 0.111
H -3.4235 0.8128 0.8177 0.123
H -3.2276 1.7950 -0.6315 0.122